Entry 1:
The following is a quantum chemistry calculation of 7 unconnected molecules or ions with the total composition C20H57N3O11, from the OMol25 dataset.

The value obtained for the relative energy (zero: lowest compared OMol25 entry of this formula, charge and spin) is 33.22 kcal per mole. The HOMO energy comes out at -8.89 eV. Its SMILES is COC[C@H](C)N.COC[C@H](C)N.COC[C@H](C)N.OCCO.OCCO.OCCO.OCCO.

ORCA input file:
```
! wB97M-V def2-TZVPD RIJCOSX def2/J DEFGRID3
* xyz 0 1
C -3.523 -0.010 -0.532
O -2.605 1.073 -0.294
C -3.166 2.404 -0.306
C -3.763 2.814 1.085
C -4.442 4.157 0.871
N -2.730 2.964 2.157
H -3.093 -0.947 -0.259
H -3.824 -0.016 -1.596
H -4.449 0.158 0.080
H -2.309 3.075 -0.591
H -3.941 2.478 -1.081
H -4.516 2.109 1.413
H -3.733 4.910 0.525
H -4.889 4.569 1.802
H -5.265 4.092 0.175
H -1.830 3.160 1.771
H -2.754 2.080 2.584
C 5.204 -2.611 -1.253
O 4.334 -1.625 -0.721
C 5.073 -0.702 0.029
C 5.516 0.609 -0.689
C 6.134 1.524 0.339
N 4.308 1.269 -1.149
H 4.432 -3.140 -1.930
H 5.606 -3.323 -0.497
H 6.054 -2.172 -1.834
H 4.482 -0.416 0.919
H 5.981 -1.155 0.405
H 6.286 0.311 -1.446
H 6.098 2.581 0.005
H 7.213 1.339 0.585
H 5.535 1.487 1.270
H 3.987 0.818 -2.010
H 4.598 2.225 -1.403
C -1.785 -4.929 2.891
O -2.024 -3.733 2.226
C -2.933 -2.874 2.960
C -2.411 -2.350 4.249
C -3.453 -1.330 4.784
N -1.119 -1.733 4.263
H -0.899 -5.333 2.370
H -2.698 -5.524 2.792
H -1.473 -4.813 3.985
H -3.147 -2.122 2.236
H -3.857 -3.361 3.148
H -2.307 -3.077 5.045
H -4.412 -1.585 4.341
H -3.380 -0.273 4.482
H -3.404 -1.335 5.830
H -0.399 -2.214 3.727
H -1.217 -0.847 3.739
O -0.444 2.253 -2.388
C 0.484 3.288 -2.610
C 1.206 3.021 -3.909
O 1.951 1.847 -3.874
H -0.481 2.142 -1.409
H -0.049 4.245 -2.795
H 1.109 3.474 -1.775
H 1.806 3.893 -4.153
H 0.473 2.982 -4.683
H 1.388 1.086 -3.650
O 0.133 -0.508 -3.605
C -1.140 -0.923 -4.163
C -2.039 0.250 -4.487
O -2.685 0.816 -3.344
H -0.111 -0.217 -2.686
H -0.902 -1.399 -5.156
H -1.582 -1.652 -3.505
H -2.854 -0.044 -5.149
H -1.428 1.006 -5.057
H -1.997 1.159 -2.755
O 1.955 -3.251 -1.926
C 1.650 -2.788 -0.640
C 0.145 -2.784 -0.368
O -0.263 -2.077 0.803
H 2.147 -2.495 -2.504
H 2.204 -3.436 -0.057
H 2.026 -1.781 -0.373
H -0.319 -3.774 -0.247
H -0.300 -2.281 -1.236
H -0.745 -2.632 1.445
O 0.575 -0.151 2.097
C 1.573 0.723 1.588
C 1.032 2.137 1.530
O -0.182 2.263 0.792
H 0.374 -0.861 1.495
H 2.497 0.747 2.213
H 1.825 0.449 0.560
H 1.732 2.859 1.107
H 0.837 2.381 2.543
H -0.687 1.378 0.838
*
```

***

Entry 2:
The following is a quantum chemistry calculation of C4H10N2O2 in the gas phase, from the OMol25 dataset.

The value obtained for the relative energy (zero: lowest compared OMol25 entry of this formula, charge and spin) is 72.44 kcal per mole. The HOMO energy comes out at -7.30 eV. Its SMILES is CCN(N)C=C(O)O.

ORCA input file:
```
! wB97M-V def2-TZVPD RIJCOSX def2/J DEFGRID3
* xyz 0 1
C 0.082 0.827 -1.792
C 0.132 1.590 -0.467
N 0.255 0.754 0.715
N 1.512 0.011 0.738
C -0.868 -0.090 0.938
C -0.911 -1.418 0.825
O -2.033 -2.114 1.145
O 0.116 -2.223 0.444
H -0.756 0.135 -1.787
H 0.998 0.260 -1.947
H -0.041 1.523 -2.618
H 0.972 2.294 -0.465
H -0.789 2.163 -0.337
H 2.205 0.573 0.249
H 1.793 -0.024 1.718
H -1.752 0.441 1.247
H -1.822 -3.051 1.038
H 0.907 -1.649 0.356
*
```

***

Entry 3:
The following is a quantum chemistry calculation of a molecular structure, C9H7N3O3PtS, from the OMol25 dataset.

The value obtained for the relative energy (zero: lowest compared OMol25 entry of this formula, charge and spin) is 63.59 kcal per mole. The HOMO energy (spin up / spin down) comes out at 1.82 / 1.82 eV.

ORCA input file:
```
! wB97M-V def2-TZVPD RIJCOSX def2/J DEFGRID3
* xyz -2 1
Pt -1.343 -1.245 0.259
N 0.764 -2.751 3.591
C 0.374 -1.972 2.491
S -1.222 -1.299 2.682
N 1.176 -1.909 1.476
N 0.715 -1.185 0.352
C 1.372 -0.078 0.192
C 0.901 0.935 -0.776
C 1.801 1.502 -1.678
C 1.356 2.444 -2.601
C 0.013 2.818 -2.596
C -0.870 2.266 -1.673
C -0.474 1.305 -0.714
O -1.272 0.808 0.161
H -0.096 -2.937 4.093
H 1.213 -3.594 3.242
H 2.254 0.157 0.788
H 2.837 1.180 -1.669
H 2.043 2.875 -3.323
H -0.358 3.546 -3.310
H -1.912 2.576 -1.677
O -4.535 -1.234 0.225
C -3.392 -1.238 0.214
O -1.345 -2.969 0.251
*
```

***

Entry 4:
The following is a quantum chemistry calculation of a molecular structure, C21H28N5O5S2Ti, from the OMol25 dataset.

The value obtained for the relative energy (zero: lowest compared OMol25 entry of this formula, charge and spin) is 1.42 kcal per mole. The HOMO energy (spin up / spin down) comes out at -9.62 / -9.62 eV.

ORCA input file:
```
! wB97M-V def2-TZVPD RIJCOSX def2/J DEFGRID3
* xyz 1 1
Ti 0.656 1.261 -1.293
S -0.931 -0.074 -2.656
C -0.428 -1.229 -1.442
C -0.693 -2.595 -1.420
C -0.175 -3.339 -0.378
C 0.593 -2.727 0.614
C 0.816 -1.374 0.528
N 0.304 -0.647 -0.477
H -1.283 -3.041 -2.206
H -0.362 -4.404 -0.333
H 1.009 -3.297 1.431
H 1.409 -0.837 1.258
O -1.076 2.448 -0.900
C -1.131 3.489 0.106
C -1.394 2.912 1.482
C -0.552 1.666 1.785
C 0.937 1.846 1.628
C 1.738 1.957 2.722
C 3.169 2.036 2.605
C 3.723 2.115 1.394
C 2.891 2.170 0.156
N 1.454 1.840 0.350
H -1.937 2.043 -1.073
H -1.894 4.214 -0.177
H -0.157 3.972 0.055
H -2.450 2.652 1.582
H -1.188 3.694 2.215
H -0.890 0.840 1.155
H -0.751 1.361 2.811
H 1.281 1.943 3.702
H 3.779 2.027 3.498
H 4.792 2.179 1.228
H 2.937 3.200 -0.224
C -0.209 5.853 -2.723
C 0.700 5.308 -3.815
S 1.861 4.159 -3.115
O 1.047 3.044 -2.592
O 2.716 4.827 -2.182
C 2.772 3.612 -4.565
C 4.049 2.803 -4.296
N 3.865 1.822 -3.228
C 2.817 1.028 -3.160
N 2.471 0.730 -1.892
C 3.516 1.280 -0.974
C 4.382 2.030 -1.928
N 5.688 2.274 -1.737
O 6.119 2.193 -0.567
O 6.405 2.597 -2.708
C 2.069 0.560 -4.358
H -0.872 6.604 -3.148
H 0.375 6.321 -1.931
H -0.820 5.056 -2.301
H 1.308 6.090 -4.271
H 0.148 4.773 -4.589
H 3.033 4.537 -5.084
H 2.043 3.074 -5.171
H 4.871 3.437 -3.977
H 4.359 2.315 -5.220
H 4.049 0.453 -0.486
H 2.666 0.688 -5.258
H 1.117 1.077 -4.473
H 1.840 -0.497 -4.235
*
```

***

How do the records compare in largest force on an atom? In the order shown, they have 2.6; 0.7; 8.2; 1.4 eV Å⁻¹.
How do the records compare in electronic energy? In the order shown, they have -48653.0231; -11383.7616; -34136.5677; -84697.4419 eV.